No. 1
Entry from OMol25: a structure of composition C25H19BBrF3IrN5O2S in a non-equilibrium geometry (ωB97M-V/def2-TZVPD).

As for the expectation value of S²: 8.794. The calculation puts the LUMO energy (spin up / spin down) at -0.15320 / -0.25791 Ha.

Structure (ORCA input):
```
! wB97M-V def2-TZVPD RIJCOSX def2/J DEFGRID3
* xyz 1 6
Ir -0.6115 -1.5415 -0.7458
Br -0.7514 4.5207 2.0630
S 1.3096 -0.3750 -0.6274
F 3.7700 0.0093 -2.5906
F 5.4751 -1.3599 -2.3798
F 4.5965 -0.4416 -0.5895
O 1.5748 3.8805 -1.7532
O 1.0950 3.2112 0.3211
N -1.9882 -0.2484 -0.5012
N -1.9799 -3.1098 -1.0498
N -0.7741 -2.7461 1.0338
N -1.9461 -3.2755 1.2512
N 0.9814 -2.6487 -1.5464
C -0.7072 -1.3865 2.9752
C 3.6202 -3.3555 -2.1476
C -0.0765 8.0914 0.1655
C 1.4064 -1.0585 4.1569
C -2.6134 -3.3831 -2.2403
C -0.0421 -2.2292 2.1095
C -0.0512 5.7855 0.7994
C 0.9300 5.4824 -0.1690
C 2.5572 -4.2462 -2.2856
C 0.0613 -0.7143 3.9218
C -4.5853 -4.0887 -1.0734
C 3.3333 -2.0888 -1.7031
C 0.9837 7.8232 -0.6976
C 1.9563 -2.0833 3.3999
C -2.4850 0.7269 -0.0770
C 1.3106 -2.5824 2.2798
C 1.5101 6.5858 -0.8654
C 1.9902 -1.7904 -1.3712
C 4.3245 -1.0060 -1.8171
C 1.1974 4.0695 -0.5803
C -3.9410 -3.7296 -2.2653
C 1.2626 -3.8411 -2.0972
C -2.5809 -3.5200 0.0991
C -0.5303 7.0772 1.0537
C -3.8605 -4.0921 0.1011
B -3.3199 1.9294 0.3362
H 2.9418 -2.4608 3.6278
H -4.4278 1.4964 0.5853
H -3.2943 2.9297 -0.3074
H 1.3830 8.6346 -1.2601
H 2.4610 6.5037 -1.3956
H -2.0122 -3.2242 -3.1126
H 0.4879 -4.6211 -2.3308
H -1.7793 -1.2880 2.8148
H -4.2202 -4.3003 1.1187
H -2.9682 2.3142 1.4454
H -0.3303 0.2151 4.3774
H 1.9958 -0.5881 4.9656
H 2.6534 -5.2722 -2.5727
H -5.6519 -4.4052 -1.1323
H -0.3836 9.1238 0.3597
H 1.7575 -3.2699 1.6250
H -1.2283 7.2056 1.9547
H 4.6650 -3.5295 -2.4424
H -4.4512 -3.7147 -3.2137
*
```

Löwdin atomic charge list, values in e, 4 entries: 1.322 0.858 0.861 0.113

No. 2
Entry from OMol25: a structure of composition C41H33AlN2OP2S2 in a non-equilibrium geometry (ωB97M-V/def2-TZVPD).

The calculation puts the LUMO energy at -0.22251 Ha.

Structure (ORCA input):
```
! wB97M-V def2-TZVPD RIJCOSX def2/J DEFGRID3
* xyz 2 1
S -1.9401 1.3562 -1.0352
S -0.9631 -0.9444 0.9983
P 0.1778 2.6323 0.6882
P -0.1888 -0.9407 -2.2391
Al 0.2205 0.4033 -0.2903
O -2.1549 2.5537 -1.8477
N 1.1021 -2.2713 2.1246
N -1.0974 -2.6106 2.9576
C 2.1380 6.0361 1.7669
C 0.6136 -0.6637 -6.7239
C 2.0210 -4.5696 -0.5475
C 1.8628 4.7064 1.4922
C -3.1316 2.7906 3.1140
C -4.0056 -2.1868 -2.9711
C 3.0433 -3.4454 2.9933
C 1.5726 -3.1757 2.9941
C -0.2034 -2.0580 2.1660
C 0.7150 -1.8916 -6.0832
C 1.3737 1.6428 1.6791
C 0.3266 0.4860 -6.0006
C 0.1233 0.4105 -4.6329
C 1.9771 -2.4253 -1.6155
C -2.6246 -2.1385 -2.8463
C -0.6252 -3.5058 3.8262
C 0.5192 -1.9800 -4.7149
C 2.5088 0.8248 3.6270
C -0.3681 5.3353 0.7757
C 1.1715 7.0086 1.5547
C -2.8306 -0.0254 -1.7165
C 0.7175 -3.8290 3.8783
C -1.5112 2.4325 1.3726
C -1.8468 2.9546 2.6162
C -0.0954 -3.5454 -1.0699
C 2.6975 -3.4850 -1.0905
C -0.0759 6.6593 1.0524
C -4.7892 -1.1323 -2.5229
C -4.2023 -0.0384 -1.9070
C 1.5163 1.6122 3.0581
C -2.0189 -1.0592 -2.2121
C 0.6342 -4.5964 -0.5327
C 0.2103 -0.8271 -3.9954
C 2.2374 0.8565 0.8895
C -3.7722 1.5926 1.1238
C 0.5794 -2.4631 -1.6196
C -2.4988 1.7721 0.6225
C 3.3655 0.0693 2.8345
C -4.0837 2.1027 2.3767
C 0.5975 4.3589 1.0231
C 3.2344 0.0751 1.4560
H 3.2452 -4.5143 3.0567
H 0.7640 -0.6040 -7.7934
H 0.9493 -2.7836 -6.6483
H 3.1125 6.3134 2.1461
H 0.6157 -2.9322 -4.2082
H -3.3894 3.2074 4.0783
H 3.4980 -2.9871 3.8753
H 1.0918 -4.5691 4.5716
H 2.6207 3.9505 1.6522
H 2.4891 -1.5776 -2.0650
H 4.1495 -0.5160 3.2950
H 2.6198 0.8133 4.7035
H -0.1088 1.3028 -4.0610
H 2.2447 1.0193 -0.2055
H -4.5178 1.0504 0.5602
H 1.3904 8.0438 1.7789
H 3.9128 -0.4925 0.8336
H 0.2612 1.4409 -6.5041
H -1.3553 -3.9621 4.4836
H -5.8601 -1.1503 -2.6717
H 2.5776 -5.4025 -0.1384
H -1.1772 -3.5679 -1.0526
H 0.1134 -5.4388 -0.0967
H -5.0812 1.9661 2.7718
H -1.1081 3.5004 3.1897
H -4.8018 0.8110 -1.6058
H -1.3363 5.0593 0.3758
H -2.0163 -2.9304 -3.2658
H 0.8727 2.2130 3.6871
H 3.5072 -3.0366 2.0992
H -4.4695 -3.0395 -3.4482
H 3.7792 -3.4732 -1.1154
H -0.8222 7.4217 0.8747
*
```

Löwdin atomic charge list, values in e, 4 entries: 0.819 0.869 1.122 1.043

Number 1: DFT total energy -130310.3133 eV. Number 2: DFT total energy -94912.3356 eV.